Record 1
A structure of composition C43H36BaN7O3S in a non-equilibrium geometry. Source: the Open Molecules 2025 dataset; level of theory: ωB97M-V/def2-TZVPD.

Last column: Mulliken charge in e.
Positions of all 91 atoms, in Å:
1 Ba 0.189 -0.177 -0.067  1.613
2 C 1.956 3.960 3.698  -0.692
3 O 1.644 2.616 4.014  -0.451
4 C 1.787 1.902 2.852  -0.125
5 N 2.081 2.558 1.806  -0.453
6 C 2.184 3.956 2.153  0.064
7 C 1.180 4.828 1.440  0.364
8 C 1.590 5.961 0.751  -0.659
9 C 0.654 6.806 0.182  -0.621
10 C -0.696 6.521 0.288  -0.544
11 C -1.108 5.377 0.948  -0.420
12 C -0.174 4.535 1.522  -0.179
13 C 1.720 0.460 2.974  1.051
14 C 1.231 -0.124 4.148  -0.852
15 C 1.317 -1.493 4.289  -0.344
16 C 1.910 -2.234 3.273  -0.933
17 C 2.338 -1.561 2.132  1.887
18 N 2.233 -0.252 1.972  -0.524
19 C 3.078 -2.275 1.099  -0.688
20 N 3.279 -1.902 -0.091  -0.333
21 C 4.198 -2.830 -0.711  -0.078
22 C 4.550 -3.812 0.445  -0.676
23 O 3.734 -3.392 1.523  -0.430
24 C 3.606 -3.533 -1.905  0.603
25 C 2.522 -4.388 -1.757  -0.455
26 C 2.036 -5.088 -2.846  -0.406
27 C 2.616 -4.931 -4.092  -0.506
28 C 3.682 -4.062 -4.248  -0.568
29 C 4.170 -3.360 -3.161  -0.618
30 H 2.857 4.248 4.252  0.297
31 H 1.123 4.602 3.995  0.389
32 H 3.196 4.294 1.903  0.561
33 H 2.644 6.186 0.658  0.322
34 H 0.981 7.690 -0.347  0.364
35 H -1.426 7.186 -0.151  0.400
36 H -2.154 5.127 1.019  0.384
37 H -0.507 3.639 2.021  0.345
38 H 0.808 0.504 4.918  0.537
39 H 0.945 -1.985 5.178  0.404
40 H 2.024 -3.303 3.336  0.525
41 H 5.081 -2.268 -1.038  0.586
42 H 5.598 -3.737 0.759  0.274
43 H 4.318 -4.850 0.193  0.388
44 H 2.037 -4.502 -0.798  0.354
45 H 1.193 -5.749 -2.714  0.441
46 H 2.233 -5.480 -4.942  0.379
47 H 4.135 -3.925 -5.220  0.377
48 H 4.992 -2.670 -3.293  0.312
49 N -2.231 -4.067 -3.472  -0.505
50 C -2.088 -3.104 -2.475  0.264
51 S -0.445 -2.832 -2.009  -0.300
52 N -3.165 -2.523 -2.104  -1.107
53 N -3.272 -1.465 -1.297  -0.125
54 C -3.042 -1.488 -0.040  -0.201
55 C -2.604 -2.599 0.802  0.431
56 C -3.314 -3.787 0.820  -0.229
57 C -2.992 -4.804 1.703  -0.816
58 C -1.935 -4.617 2.579  -0.747
59 C -1.188 -3.459 2.543  -0.245
60 C -1.469 -2.409 1.647  0.054
61 O -0.725 -1.357 1.573  -0.860
62 H -1.448 -4.703 -3.512  0.201
63 H -3.133 -4.522 -3.476  0.238
64 H -3.233 -0.545 0.464  0.740
65 H -4.152 -3.901 0.140  0.441
66 H -3.557 -5.727 1.703  0.362
67 H -1.685 -5.390 3.296  0.406
68 H -0.344 -3.334 3.206  0.094
69 N -1.526 0.364 -2.572  -0.024
70 C -1.593 1.695 -2.937  0.489
71 C -1.191 2.094 -4.213  -0.710
72 C -1.261 3.417 -4.605  -0.587
73 C -1.727 4.369 -3.715  -0.944
74 C -2.101 3.987 -2.437  -0.632
75 C -2.049 2.662 -2.022  0.120
76 C -2.501 2.368 -0.642  0.638
77 C -3.747 2.892 -0.285  -0.235
78 C -4.189 2.845 1.021  -1.055
79 C -3.357 2.307 1.987  -0.211
80 C -2.150 1.737 1.613  -0.598
81 C -1.685 1.715 0.296  -0.346
82 H -1.392 -0.278 -3.345  0.228
83 H -2.291 0.039 -1.979  0.176
84 H -0.838 1.340 -4.907  0.387
85 H -0.972 3.697 -5.610  0.367
86 H -1.799 5.406 -4.013  0.374
87 H -2.447 4.737 -1.736  0.352
88 H -4.377 3.328 -1.054  0.464
89 H -5.168 3.230 1.281  0.351
90 H -3.664 2.313 3.027  0.343
91 H -1.543 1.292 2.393  0.292

Force components x, y, z for each atom (eV/Å):
1.0 0.8 -2.6
0.3 0.7 -0.2
-0.2 -0.9 0.1
0.4 1.8 -0.4
-0.2 -1.1 -0.1
0.0 0.5 0.4
0.1 0.0 -0.1
0.0 -0.1 0.1
0.0 0.2 -0.1
0.0 0.1 -0.1
-0.1 -0.1 0.1
0.1 0.0 0.1
-0.3 -1.2 0.6
0.1 0.2 -0.2
0.2 -0.3 -0.3
-0.1 0.3 0.1
-0.2 -0.2 0.9
0.1 0.4 0.2
0.8 -0.4 -0.8
-0.8 0.7 0.3
0.4 -0.5 -0.1
0.5 -0.2 -0.5
-0.5 0.0 0.7
0.0 0.0 -0.1
0.2 0.0 -0.1
0.0 -0.1 0.0
0.0 -0.1 0.0
0.0 0.0 -0.2
0.0 0.0 0.1
-0.1 0.0 -0.1
0.1 -0.1 0.0
-0.1 0.0 0.0
0.1 0.0 0.0
0.0 0.1 -0.1
-0.1 0.1 -0.1
-0.2 -0.1 0.0
-0.1 -0.1 0.0
0.0 0.0 0.0
0.0 0.0 0.0
0.1 -0.1 0.0
-0.1 -0.1 0.0
-0.2 0.0 -0.1
0.0 0.2 0.1
-0.1 0.0 0.1
-0.1 0.0 0.0
0.0 0.0 0.0
0.0 0.0 -0.1
0.1 0.0 0.0
-0.1 -0.5 -0.3
0.2 0.4 0.2
0.5 0.4 0.3
-0.8 -1.2 -0.5
0.3 1.0 0.6
-0.1 0.1 -0.3
0.3 -0.2 0.3
-0.1 0.0 0.0
-0.1 -0.2 0.0
0.0 -0.3 0.0
0.2 0.3 0.0
-1.0 -1.4 0.1
-0.4 -0.3 1.5
-0.1 0.1 0.1
0.0 0.1 0.0
0.1 0.1 0.0
0.0 0.0 0.0
0.0 0.0 0.0
0.0 0.0 0.0
0.0 0.0 0.1
0.3 -0.2 0.1
0.0 0.4 0.0
0.0 -0.1 0.0
0.0 0.0 0.0
0.0 0.2 -0.1
0.0 0.0 -0.2
0.1 0.1 -0.2
-0.3 0.1 0.4
-0.1 0.0 -0.3
-0.2 0.1 0.1
-0.1 0.0 0.4
-0.2 0.1 -0.2
0.3 0.3 -0.3
0.0 0.0 0.2
-0.1 0.0 -0.1
0.0 0.0 0.0
0.0 0.0 0.0
0.0 0.1 0.0
0.0 0.0 0.0
-0.1 0.0 0.0
0.0 0.0 0.0
-0.1 0.0 0.1
0.1 -0.2 0.3

Relative energy (zero: lowest compared OMol25 entry of this formula, charge and spin) = 38.6 kcal per mole
Max |F| = 2.9 eV/Å
Highest occupied orbital energy = -4.167 eV
Charge = -1
Gap between HOMO and LUMO = 0.22091 Ha
LUMO energy = 1.844 eV

---

Record 2
The molecule C6H16N2 in a non-equilibrium geometry. Source: the Open Molecules 2025 dataset; level of theory: ωB97M-V/def2-TZVPD.

Last column: natural (NBO) charge in e.
Positions of all 24 atoms, in Å:
1 N -1.938 1.619 0.755  -0.839
2 C -1.799 0.727 -0.444  -0.068
3 C -2.009 1.297 -1.834  -0.648
4 C -0.296 0.256 -0.298  -0.212
5 N -0.167 -0.825 0.657  -0.642
6 C 2.190 -0.190 1.369  -0.642
7 C 1.222 -1.314 0.850  -0.038
8 C 1.724 -2.050 -0.361  -0.628
9 H -1.198 2.310 0.715  0.347
10 H -2.823 2.116 0.705  0.350
11 H -2.316 -0.179 -0.135  0.206
12 H -2.236 2.370 -1.883  0.214
13 H -1.136 1.150 -2.459  0.216
14 H -2.969 0.878 -2.146  0.223
15 H 0.433 1.067 -0.063  0.155
16 H -0.026 -0.030 -1.313  0.177
17 H -0.583 -0.549 1.537  0.369
18 H 2.498 0.492 0.586  0.203
19 H 3.071 -0.682 1.738  0.210
20 H 1.846 0.318 2.276  0.212
21 H 1.019 -1.992 1.690  0.191
22 H 2.507 -2.754 -0.072  0.215
23 H 2.054 -1.341 -1.121  0.204
24 H 0.934 -2.694 -0.751  0.224

Force components x, y, z for each atom (eV/Å):
-0.6 -0.1 -0.8
3.2 0.5 2.6
-1.5 0.5 0.5
-0.4 0.2 -0.5
0.3 -0.1 -1.0
-0.3 -1.2 0.1
-1.3 1.3 1.7
-0.1 -0.4 0.1
-0.1 0.2 0.0
0.1 0.1 0.2
-0.6 0.0 -0.9
0.3 0.0 0.6
-0.3 -0.4 -0.4
0.4 -0.3 -1.0
-0.8 0.2 -0.1
0.3 -0.8 0.1
0.1 0.2 0.1
-0.1 0.3 0.0
0.8 -0.3 -0.1
-0.5 0.2 -0.5
0.7 -0.3 -0.2
0.4 0.4 -0.2
0.2 -0.3 -0.1
-0.1 0.3 -0.2

SMILES = CC(C)NC[C@H](C)N
Relative energy (zero: lowest compared OMol25 entry of this formula, charge and spin) = 27.1 kcal per mole
Max |F| = 4.2 eV/Å
Highest occupied orbital energy = -8.429 eV
Gap between HOMO and LUMO = 0.35072 Ha
LUMO energy = 1.115 eV